ORCA calculation (ωB97M-V/def2-TZVPD) on a single C21H31N3O3 molecule.

XYZ file:
```
58
Properties=species:S:1:pos:R:3:forces:R:3:nbo_charge:R:1
C -5.556121 -2.904742 -0.672053 -0.0727 -0.0270 0.2382 -0.609
C -6.112977 -2.306460 0.614917 -0.0662 0.1631 -0.2212 -0.386
C -6.022539 -0.780905 0.653815 0.2347 -0.1829 0.1203 -0.406
C -4.577900 -0.279878 0.650218 -0.3574 0.0162 0.0129 -0.222
N -4.489861 1.104772 1.085144 0.1120 -0.0595 0.1859 -0.443
C -5.172581 2.070621 0.246254 -0.1070 0.0440 -0.1732 -0.212
C -4.812985 2.089596 -1.244588 0.0038 -0.0312 0.2823 -0.643
C -3.158806 1.489812 1.516400 0.0435 -0.2932 -0.1466 -0.246
C -2.086455 1.475942 0.467462 0.1039 1.1233 0.1709 0.271
C -1.411761 2.491347 -0.149514 -0.2902 -0.4316 0.4665 -0.323
C -0.533919 1.880324 -1.076705 -0.0677 -0.6556 -0.1138 -0.308
C -0.737264 0.534862 -0.965324 0.4463 0.5195 -0.6132 0.255
C -0.084813 -0.624751 -1.644162 -0.1499 -0.0187 0.1633 -0.273
N 1.207166 -0.941686 -1.062692 0.1042 0.1010 -0.0995 -0.634
C 1.330408 -1.991225 -0.198208 0.2393 0.1025 -0.0053 0.789
O 0.455452 -2.807170 0.002349 -0.3706 -0.2239 0.0770 -0.653
N 2.541223 -2.094384 0.450902 -0.0272 -0.4360 0.3881 -0.628
C 3.739990 -1.400164 0.264838 0.3104 0.2762 0.0081 0.109
C 4.172878 -0.972413 -0.991177 0.0542 -0.0752 0.0976 -0.235
C 5.371388 -0.305876 -1.125246 0.2172 0.1354 0.1832 -0.263
C 6.185919 -0.059619 -0.018855 -0.2119 -0.1066 -0.0700 0.369
O 7.344773 0.605937 -0.270162 -0.0476 0.0147 -0.1841 -0.519
C 8.232471 0.864988 0.799072 0.2840 0.1078 0.2171 -0.065
C 9.439450 1.594125 0.229946 -0.4000 -0.2155 0.0540 -0.617
C 5.772594 -0.512806 1.229509 0.3315 0.1162 -0.0855 -0.312
C 4.564228 -1.172996 1.362332 -0.2446 -0.0255 -0.2209 -0.206
O -1.671631 0.290107 -0.023096 -0.1192 -0.4043 0.1283 -0.402
H -5.729291 -3.978385 -0.695025 0.0361 -0.1004 -0.0816 0.209
H -6.041364 -2.461732 -1.539662 -0.0224 0.0357 -0.1378 0.198
H -4.485782 -2.733921 -0.748153 0.1321 -0.0087 -0.0925 0.205
H -5.573991 -2.722694 1.468621 -0.0474 -0.0233 0.0886 0.194
H -7.162823 -2.593653 0.714816 0.0276 -0.0415 0.0800 0.199
H -6.564427 -0.372997 -0.201517 -0.0984 0.0655 -0.0376 0.191
H -6.504536 -0.417126 1.563574 -0.0304 0.0891 -0.0129 0.210
H -4.128175 -0.436179 -0.340544 0.0333 -0.0597 0.0822 0.174
H -4.003685 -0.873470 1.366774 0.0571 -0.0530 -0.0587 0.198
H -6.245855 1.880816 0.344143 0.0138 0.1362 -0.0043 0.193
H -4.975549 3.058472 0.671671 -0.0967 -0.0095 0.0239 0.190
H -5.075856 1.148081 -1.720009 -0.0248 -0.1028 -0.1183 0.202
H -3.750993 2.268658 -1.388710 0.0425 -0.0061 -0.1021 0.215
H -5.367689 2.885224 -1.736222 -0.0706 0.0651 -0.1030 0.211
H -3.215590 2.498934 1.932489 0.1116 -0.0694 -0.0096 0.212
H -2.870702 0.800344 2.318042 0.0290 0.1198 0.0129 0.211
H -1.527756 3.540703 0.031487 -0.1002 0.2097 0.1049 0.227
H 0.146475 2.373983 -1.740997 0.1654 0.0330 -0.1941 0.223
H -0.706154 -1.515183 -1.522421 0.0543 0.1177 -0.1565 0.261
H 0.054069 -0.406263 -2.707936 -0.1287 -0.0330 0.1405 0.209
H 1.858005 -0.176594 -0.970944 -0.0313 -0.0673 0.0436 0.400
H 2.531095 -2.777911 1.194850 -0.1281 0.0488 -0.1987 0.411
H 3.584709 -1.192132 -1.868333 -0.0323 -0.0170 -0.0663 0.228
H 5.711013 0.026042 -2.093449 0.0420 0.0333 -0.1264 0.224
H 8.546027 -0.079035 1.266563 -0.0991 0.0929 -0.0169 0.170
H 7.737476 1.486051 1.559062 0.0142 -0.1267 -0.0585 0.170
H 9.125353 2.524810 -0.234336 0.0120 0.1081 -0.0293 0.214
H 9.922707 0.977951 -0.523173 0.0884 -0.0393 -0.0569 0.215
H 10.148673 1.811472 1.023408 0.0872 0.0337 0.0666 0.213
H 6.380036 -0.359443 2.107294 0.0738 0.0317 0.0547 0.222
H 4.256255 -1.522200 2.337239 -0.0630 0.0045 0.1035 0.212
```
Positions in Å, forces in eV/Å.

Computed properties:
Strongest force on any atom: 1.14 eV/Å
SMILES: CCCCN(CC)Cc1ccc(CNC(=O)Nc2ccc(OCC)cc2)o1
ΔE to the lowest compared entry with this formula, charge and spin: 241.0 kJ/mol
Charge: 0
Spin multiplicity: 1
Calculated total energy: -1208.79067 Eh
Frontier orbital gap: 8.74 eV
HOMO: -8.02 eV

ORCA calculation (ωB97M-V/def2-TZVPD) on a single C21H31N3O5S molecule.

XYZ file:
```
61
Properties=species:S:1:pos:R:3:forces:R:3:nbo_charge:R:1
C 7.465033 2.996499 0.715347 0.0334 0.0001 -0.0469 -0.633
C 6.399554 2.014163 0.341807 -0.1120 -0.0027 -0.0119 0.018
C 6.612042 0.647512 0.508369 -0.1302 -0.0521 -0.0624 -0.217
C 5.641245 -0.267234 0.144723 0.1422 -0.0895 0.0240 -0.151
C 4.450427 0.188810 -0.388160 -0.5075 -0.2717 -0.1041 -0.381
S 3.210896 -1.013087 -0.833290 0.3772 -0.0246 0.4590 2.315
O 3.803134 -2.070514 -1.594696 0.1522 -0.1804 0.0648 -0.933
O 2.087616 -0.329414 -1.435515 0.1795 0.2720 0.1008 -0.980
N 2.847587 -1.663087 0.681347 0.6019 0.3846 -0.8323 -0.662
C 2.130699 -2.921229 0.591576 -0.2355 -0.5282 -0.4558 -0.234
C 0.727716 -2.706699 0.030118 0.1327 -0.0973 0.2010 -0.423
C -0.047529 -1.645534 0.828970 -0.1058 0.0453 -0.1437 -0.302
C -1.282248 -1.216111 0.037304 0.4800 -0.2387 0.4219 0.709
O -2.412624 -1.385399 0.471619 -0.3833 -0.0950 0.1782 -0.669
N -1.000354 -0.635105 -1.138407 0.2145 0.1996 -0.4000 -0.627
C -1.954742 -0.213633 -2.154077 -0.4132 -0.0060 -0.1178 -0.129
C -2.946838 -1.326221 -2.503274 0.0865 0.0790 -0.0020 -0.616
C -2.735157 1.067157 -1.796992 0.4619 -0.3595 -0.1097 0.677
O -2.892085 1.945574 -2.623697 -0.0541 0.1979 -0.3522 -0.642
N -3.227150 1.110145 -0.553104 -0.2582 0.0087 0.5684 -0.645
C -4.043711 2.202346 -0.085408 -0.3209 0.1493 0.2109 -0.238
C -5.314354 1.690584 0.603576 0.0997 0.4471 -0.4577 0.091
C -6.066208 0.616990 -0.208892 -0.0151 0.0523 0.1686 -0.439
C -5.830606 -0.667448 0.588633 0.0570 0.1236 0.1790 -0.438
C -5.639111 -0.120701 2.001251 -0.2391 -0.3238 0.0476 -0.063
O -4.944045 1.097730 1.842459 0.2658 0.0444 -0.0455 -0.537
C 0.778355 -0.394560 1.178667 0.1262 -0.0133 0.1400 -0.428
C 2.207125 -0.743238 1.596972 -0.3155 0.6155 0.2047 -0.232
C 4.216647 1.538263 -0.565458 -0.1876 0.0025 -0.1031 -0.123
C 5.193739 2.447918 -0.199357 0.0665 -0.1027 0.0140 -0.225
H 7.037562 3.971339 0.934848 0.0212 0.0765 0.0349 0.221
H 8.026549 2.650532 1.579683 0.0581 0.0295 0.0624 0.221
H 8.163992 3.113023 -0.113074 0.0789 0.0539 -0.0133 0.229
H 7.546720 0.302335 0.924921 0.0871 -0.0513 0.0481 0.218
H 5.786880 -1.329047 0.259783 0.1171 -0.1344 0.0745 0.238
H 2.098478 -3.360433 1.592956 0.0925 0.0640 -0.0369 0.204
H 2.709369 -3.569371 -0.067640 -0.1152 -0.1583 0.1677 0.238
H 0.836883 -2.399725 -1.010537 -0.1045 -0.1371 0.0166 0.217
H 0.170431 -3.645149 0.049229 -0.0182 0.0031 -0.0678 0.224
H -0.400564 -2.103206 1.759350 -0.0761 0.0732 -0.1520 0.227
H -0.024651 -0.509287 -1.379965 -0.0859 -0.0283 0.0986 0.435
H -1.372015 0.032512 -3.046801 -0.0999 0.0487 0.2042 0.230
H -3.631086 -0.972966 -3.270219 -0.0508 0.0249 -0.0976 0.223
H -2.412974 -2.196241 -2.879660 0.0283 -0.0724 -0.0464 0.212
H -3.514364 -1.619728 -1.625209 -0.0572 -0.0292 0.0008 0.230
H -3.125532 0.313720 0.067845 0.1441 -0.0439 -0.1749 0.434
H -3.484278 2.803551 0.640092 -0.0778 0.0583 -0.0968 0.200
H -4.295372 2.823240 -0.948422 0.0079 -0.0252 0.1386 0.232
H -5.962791 2.557320 0.804004 0.0932 -0.1246 -0.0293 0.175
H -5.686322 0.554922 -1.226384 -0.0291 0.0047 -0.0700 0.223
H -7.129870 0.852447 -0.248654 0.0004 0.0088 -0.0326 0.210
H -6.661155 -1.366349 0.522129 -0.0216 -0.0652 -0.0163 0.213
H -4.916409 -1.166256 0.270325 0.0055 -0.0439 -0.0207 0.223
H -5.033985 -0.765573 2.639188 -0.0711 0.0019 0.0010 0.195
H -6.611473 0.060653 2.485097 0.0816 -0.0508 -0.0110 0.154
H 0.834079 0.271210 0.318895 -0.0797 0.0224 0.2017 0.228
H 0.282911 0.144079 1.988724 -0.0157 0.0301 -0.0229 0.224
H 2.218252 -1.213947 2.585253 0.0972 0.0310 -0.0704 0.207
H 2.818891 0.161397 1.638948 -0.0833 -0.0057 0.2114 0.219
H 3.277685 1.855697 -0.991270 -0.1004 0.1009 -0.0326 0.236
H 5.019112 3.504835 -0.335853 -0.0258 0.1020 -0.0066 0.217
```
Positions in Å, forces in eV/Å.

Computed properties:
Strongest force on any atom: 1.10 eV/Å
SMILES: Cc1ccc(S(=O)(=O)N2CCC(C(=O)N[C@@H](C)C(=O)NC[C@H]3CCCO3)CC2)cc1
ΔE to the lowest compared entry with this formula, charge and spin: 83.1 kJ/mol
Charge: 0
Spin multiplicity: 1
Calculated total energy: -1757.51227 Eh
Frontier orbital gap: 9.50 eV
HOMO: -9.06 eV